Record 1
Molecular formula: C12H21N3OS2
Method: DFT, the ωB97M-V functional and the def2-TZVPD basis

Values from the calculation:
DFT total energy	-40974.3451	eV
energy above the lowest of the compared OMol25 structures with the same formula, charge and spin	0.1	kcal per mole
frontier orbital gap	0.3231	hartree
net charge	0

CARTESIAN COORDINATES (ANGSTROEM)
1 C 1.795 -0.165 -6.301
2 C 2.881 -0.979 -5.606
3 C 2.398 -1.645 -4.317
4 C 2.040 -0.638 -3.224
5 C 1.826 -1.284 -1.855
6 C 0.605 -2.189 -1.832
7 H 0.730 -3.056 -2.478
8 H -0.295 -1.641 -2.105
9 S 0.312 -2.889 -0.171
10 C -0.386 -1.515 0.618
11 N -0.606 -0.384 0.009
12 S -1.297 0.691 1.048
13 C -1.245 -0.507 2.307
14 N -0.730 -1.632 1.926
15 N -1.714 -0.235 3.560
16 C -2.254 0.998 3.824
17 O -2.301 1.837 2.951
18 C -2.775 1.164 5.230
19 C -3.028 2.631 5.576
20 C -1.726 3.409 5.721
21 H -1.103 2.978 6.502
22 H -1.933 4.444 5.980
23 H -1.173 3.396 4.785
24 H -3.630 3.080 4.785
25 H -3.592 2.683 6.509
26 H -3.709 0.599 5.297
27 H -2.065 0.723 5.932
28 H -1.662 -0.970 4.251
29 H 2.710 -1.861 -1.574
30 H 1.682 -0.496 -1.115
31 H 1.136 -0.093 -3.500
32 H 2.853 0.087 -3.136
33 H 3.190 -2.300 -3.945
34 H 1.531 -2.267 -4.545
35 H 3.231 -1.757 -6.289
36 H 3.731 -0.331 -5.381
37 H 1.489 0.679 -5.690
38 H 2.162 0.220 -7.250
39 H 0.923 -0.784 -6.497

Record 2
Molecular formula: C12H21N7O3
Method: DFT, the ωB97M-V functional and the def2-TZVPD basis

Values from the calculation:
DFT total energy	-29356.7129	eV
energy above the lowest of the compared OMol25 structures with the same formula, charge and spin	72.9	kcal per mole
frontier orbital gap	0.3099	hartree
SMILES	[H]/N=C(/N)NCCC[C@H](N)C(=O)N[C@@H](Cc1c[nH]cn1)C(=O)O
net charge	0

CARTESIAN COORDINATES (ANGSTROEM)
1 C -2.652 -0.007 1.119
2 C -1.484 0.809 1.633
3 C -2.168 -0.372 -0.266
4 C -1.976 0.713 -1.373
5 C -1.606 0.186 -2.795
6 C 0.215 -0.538 -4.238
7 C 0.310 -1.059 2.076
8 C 0.776 -1.480 3.569
9 C 1.484 -1.249 1.150
10 C 2.085 -0.049 0.451
11 C 3.033 0.908 0.833
12 C 2.017 1.449 -1.047
13 H -3.694 1.683 1.085
14 H -4.063 0.777 2.217
15 H -2.762 -1.053 1.515
16 H -1.259 -0.903 -0.195
17 H -2.952 -1.082 -0.729
18 H -1.301 1.493 -1.059
19 H -2.894 1.131 -1.580
20 H -2.144 -0.758 -2.898
21 H -1.888 0.822 -3.576
22 H 0.499 -0.281 -2.328
23 H 1.969 -0.738 -3.754
24 H -1.690 -0.749 -4.845
25 H -0.593 -1.035 -6.071
26 H 0.495 1.041 2.082
27 H -0.574 -1.551 1.758
28 H 2.189 -1.744 1.739
29 H 1.267 -1.956 0.402
30 H 3.785 1.029 1.622
31 H 1.840 1.944 -2.026
32 H 3.490 2.745 -0.442
33 H 1.520 0.023 3.373
34 N -3.889 0.674 1.254
35 N -0.266 -0.233 -2.990
36 N 1.419 -0.669 -4.610
37 N -0.770 -0.511 -5.218
38 N -0.235 0.303 2.020
39 N 1.538 0.266 -0.787
40 N 2.924 1.899 -0.146
41 O -1.635 1.990 1.845
42 O 0.392 -2.470 4.200
43 O 1.683 -0.621 4.001

Record 3
Molecular formula: C12H22AsIrN4S4
Method: DFT, the ωB97M-V functional and the def2-TZVPD basis

Values from the calculation:
DFT total energy	-125778.8746	eV
spin multiplicity	5
energy above the lowest of the compared OMol25 structures with the same formula, charge and spin	10.6	kcal per mole
frontier orbital gap (spin up / spin down)	0.2209 / 0.2373	hartree
expectation value of S²	6.0285
net charge	0

CARTESIAN COORDINATES (ANGSTROEM)
1 Ir -0.450 0.200 0.277
2 C 0.396 -1.864 -2.191
3 C 0.422 -0.418 -2.690
4 N 0.914 0.533 -1.695
5 C 2.339 0.479 -1.355
6 C 2.660 -0.599 -0.316
7 N 1.638 -0.676 0.727
8 C 1.344 -2.036 1.175
9 C 0.576 -2.842 0.098
10 N -0.186 -2.009 -0.853
11 H 1.409 -2.264 -2.177
12 H -0.153 -2.460 -2.927
13 H -0.593 -0.105 -2.943
14 H 1.019 -0.385 -3.613
15 H 0.681 1.471 -1.997
16 H 2.599 1.452 -0.938
17 H 2.959 0.314 -2.247
18 H 3.636 -0.374 0.126
19 H 2.754 -1.575 -0.791
20 H 1.909 -0.084 1.518
21 H 0.743 -1.945 2.079
22 H 2.262 -2.577 1.435
23 H -0.119 -3.505 0.612
24 H 1.266 -3.483 -0.459
25 H -1.140 -2.332 -0.905
26 S 2.348 2.066 2.297
27 As 0.726 1.756 3.632
28 S -1.251 1.739 2.399
29 S -1.751 -0.271 2.062
30 S 0.669 0.073 4.847
31 C -4.500 4.568 -2.516
32 C -3.533 3.560 -1.973
33 C -3.736 2.193 -2.128
34 C -2.821 1.303 -1.599
35 N -1.729 1.692 -0.937
36 C -1.531 3.006 -0.774
37 C -2.395 3.958 -1.276
38 H -5.208 4.109 -3.204
39 H -3.976 5.368 -3.039
40 H -5.066 5.025 -1.703
41 H -4.606 1.817 -2.649
42 H -2.965 0.233 -1.686
43 H -0.650 3.282 -0.206
44 H -2.185 5.006 -1.110

Record 4
Molecular formula: C12H22BIrN2O7P2
Method: DFT, the ωB97M-V functional and the def2-TZVPD basis

Values from the calculation:
DFT total energy	-52202.0251	eV
spin multiplicity	2
energy above the lowest of the compared OMol25 structures with the same formula, charge and spin	65.4	kcal per mole
frontier orbital gap (spin up / spin down)	0.3085 / 0.2514	hartree
expectation value of S²	0.7519
net charge	+1

CARTESIAN COORDINATES (ANGSTROEM)
1 Ir 0.168 -0.338 -0.610
2 C -0.021 -0.639 -3.561
3 N -0.743 -1.075 -2.345
4 C -0.734 -2.559 -2.287
5 C -2.155 -0.604 -2.395
6 C -2.683 -0.607 -1.007
7 C -4.035 -0.695 -0.726
8 C -4.481 -0.568 0.588
9 C -3.566 -0.343 1.598
10 C -2.200 -0.271 1.316
11 C -1.756 -0.420 0.020
12 H -0.553 -1.004 -4.441
13 H 0.984 -1.056 -3.544
14 H 0.040 0.445 -3.576
15 H -1.157 -2.955 -3.212
16 H -1.327 -2.881 -1.434
17 H 0.289 -2.907 -2.168
18 H -2.713 -1.242 -3.086
19 H -2.134 0.413 -2.792
20 H -4.749 -0.846 -1.527
21 H -5.537 -0.633 0.811
22 H -3.906 -0.219 2.618
23 H -1.503 -0.080 2.121
24 C 1.125 2.219 2.341
25 C 1.572 1.651 1.026
26 O 3.587 0.998 -0.321
27 P 1.276 -1.332 1.594
28 O 2.505 -2.176 2.055
29 O 0.508 -1.014 2.912
30 O 0.533 -2.073 0.501
31 P 0.973 2.501 -0.512
32 O -0.545 2.852 -0.203
33 O 1.819 3.652 -0.809
34 O 0.950 1.305 -1.486
35 H 1.535 1.679 3.192
36 H 0.037 2.218 2.401
37 H 1.462 3.257 2.392
38 H 3.016 1.194 -1.081
39 H 2.962 -2.674 1.363
40 H 0.077 -1.756 3.360
41 H -0.695 3.806 -0.178
42 B 3.858 0.794 2.085
43 C 2.883 0.977 0.853
44 N 1.639 0.102 0.892
45 H 3.559 0.336 3.129
46 H 5.090 0.895 1.830
47 H 4.748 1.670 2.302

Record 5
Molecular formula: C12H22BO4
Method: DFT, the ωB97M-V functional and the def2-TZVPD basis

Values from the calculation:
DFT total energy	-21664.1961	eV
frontier orbital gap	0.2641	hartree
net charge	-1

CARTESIAN COORDINATES (ANGSTROEM)
1 C 2.139 -6.272 -0.379
2 C 1.273 -5.139 -0.432
3 B -0.090 -4.208 -0.734
4 O -0.846 -4.856 -1.861
5 C -1.539 -6.025 -1.255
6 C -1.752 -5.609 0.347
7 O -0.969 -4.360 0.478
8 H 2.778 -7.275 -0.475
9 H 0.281 -3.099 -0.953
10 H -2.480 -6.466 -1.831
11 H -0.752 -6.904 -1.307
12 H -1.491 -6.519 1.037
13 H -2.857 -5.225 0.410
14 C -1.789 -0.195 0.065
15 C -1.672 0.323 -1.346
16 C -1.110 1.711 -1.128
17 O -0.310 1.654 0.062
18 C -0.569 0.409 0.726
19 H -1.814 -1.286 0.131
20 H -2.700 0.198 0.530
21 H -0.955 -0.287 -1.907
22 H -2.619 0.327 -1.892
23 H -1.908 2.441 -0.959
24 H -0.497 2.051 -1.967
25 H 0.311 -0.230 0.593
26 H -0.715 0.585 1.795
27 C 2.067 5.116 1.938
28 C 1.354 3.997 1.224
29 C 0.861 4.684 -0.031
30 O 1.806 5.719 -0.337
31 C 2.681 5.884 0.788
32 H 2.808 4.772 2.664
33 H 1.339 5.746 2.462
34 H 2.069 3.209 0.961
35 H 0.548 3.546 1.808
36 H -0.113 5.159 0.133
37 H 0.777 3.999 -0.879
38 H 3.658 5.474 0.513
39 H 2.799 6.949 1.009

no.,F_max (eV/Å)
1,1.09
2,4.34
3,0.46
4,1.42
5,12.00